No. 1
Computed, not measured: a molecular structure, C4H6LiOZn at a distorted geometry, with ωB97M-V with the def2-TZVPD basis set.

The LUMO energy (alpha / beta) comes out at -0.4223 / -0.4207 Eh. For the HOMO-LUMO gap (alpha / beta), the calculation gives 4.62 / 4.88 eV.

Geometry as ORCA input:
```
! wB97M-V def2-TZVPD RIJCOSX def2/J DEFGRID3
* xyz 2 2
C 0.46426 1.56980 0.28956
C 0.46559 0.55527 -0.69885
H 0.90642 1.40104 1.27637
H -0.21010 2.42753 0.19340
H 1.26045 -0.19935 -0.64096
H 0.17276 0.83835 -1.71682
Li 2.29898 2.51628 -0.83676
O -0.18702 -2.26357 1.01892
C -1.14084 -1.74738 0.26858
C -1.09283 -0.60975 -0.43580
Zn 1.03439 -1.90195 2.12951
H -1.92749 -0.21397 -1.01401
H -2.04456 -2.37232 0.16687
*
```

No. 2
Computed, not measured: 2 unconnected molecules or ions with the total composition C4H6N at a distorted geometry, with ωB97M-V with the def2-TZVPD basis set.

The LUMO energy comes out at -0.2756 Eh. For the HOMO-LUMO gap, the calculation gives 7.30 eV.

Geometry as ORCA input:
```
! wB97M-V def2-TZVPD RIJCOSX def2/J DEFGRID3
* xyz 1 1
C 1.86429 0.20491 -0.64089
C 2.44476 -0.43971 -1.63929
C -2.09845 -0.17722 1.22747
C 1.25062 1.06900 0.00504
N -1.24351 0.58801 0.67167
H 2.51656 -0.35548 -2.68636
H 3.39211 -0.87682 -1.20562
H -3.15184 0.04060 1.20266
H -1.71376 -0.93650 1.76731
H 0.89284 1.88262 0.56812
H -1.73847 1.23470 0.05565
*
```

No. 3
Computed, not measured: a gas-phase ion, C4H6N (charge +1) at a distorted geometry, with ωB97M-V with the def2-TZVPD basis set.

The LUMO energy (alpha / beta) comes out at -0.1069 / -0.3405 Eh. For the HOMO-LUMO gap (alpha / beta), the calculation gives 8.35 / 7.80 eV.

Geometry as ORCA input:
```
! wB97M-V def2-TZVPD RIJCOSX def2/J DEFGRID3
* xyz 1 3
C -2.50091 -0.01182 -0.19882
C 1.01851 -0.78550 -0.28142
C 1.11826 0.69254 -0.12687
C 0.21535 -0.08218 0.82681
N -1.49009 -0.04936 0.28564
H -3.54268 0.01954 -0.49438
H 0.32396 -1.05631 -1.13981
H 1.90962 -1.33442 -0.17175
H 2.09157 1.15963 0.34023
H 0.68018 1.29053 -0.97695
H 0.17624 0.15735 1.93730
*
```

No. 4
Computed, not measured: C4H6N2 in the gas phase at a distorted geometry, with ωB97M-V with the def2-TZVPD basis set.

The LUMO energy comes out at 0.0382 Eh. For the HOMO-LUMO gap, the calculation gives 9.82 eV. Its SMILES is NC1=NCC=C1.

Geometry as ORCA input:
```
! wB97M-V def2-TZVPD RIJCOSX def2/J DEFGRID3
* xyz 0 1
N -2.12690 0.11459 -0.01348
C -0.80192 -0.09882 -0.00174
N -0.19677 -1.25121 0.00394
C 1.18054 -0.99057 -0.00654
C 1.40259 0.51828 0.05895
C 0.21549 1.12256 0.04710
H -2.43817 0.93899 -0.59465
H -2.81870 -0.53132 0.45658
H 1.61468 -1.44733 -0.81648
H 1.81557 -1.45001 0.73127
H 2.42186 1.01890 -0.10813
H -0.26827 2.05594 0.24319
*
```

No. 5
Computed, not measured: C4H6N2 in the gas phase, with ωB97M-V with the def2-TZVPD basis set.

The LUMO energy (alpha / beta) comes out at 0.0239 / 0.0222 Eh. For the HOMO-LUMO gap (alpha / beta), the calculation gives 7.78 / 7.67 eV.

Geometry as ORCA input:
```
! wB97M-V def2-TZVPD RIJCOSX def2/J DEFGRID3
* xyz 0 1
C -1.79624 -0.14478 0.36267
N -0.48595 -0.03124 0.45415
C 0.48655 -0.96196 0.30031
C 1.43887 -0.23494 -0.59939
N 1.31735 1.17785 -0.18296
C 0.21045 1.24105 0.41820
H 1.00611 -0.24181 -1.61852
H -2.16212 -1.09541 -0.00160
H -2.42063 0.72822 0.47273
H 0.17534 -1.99562 0.19239
H 2.47296 -0.56590 -0.65973
H -0.24269 2.12454 0.86175
*
```

No. 6
Computed, not measured: 2 unconnected molecules or ions with the total composition C4H6N2, with ωB97M-V with the def2-TZVPD basis set.

The LUMO energy comes out at -0.0285 Eh. For the HOMO-LUMO gap, the calculation gives 9.14 eV. Its SMILES is [H]/N=C1\C=CC=N1.[H][H].

Geometry as ORCA input:
```
! wB97M-V def2-TZVPD RIJCOSX def2/J DEFGRID3
* xyz 0 1
H 2.21655 1.06234 -0.03615
N 1.84452 0.11035 0.01070
C 0.57917 0.13777 -0.07674
C -0.30968 1.33902 -0.07850
C -1.55858 0.88105 -0.08311
C -1.45738 -0.60088 -0.10805
N -0.25400 -1.04346 -0.14346
H 0.04263 2.36304 -0.04089
H -2.47881 1.44191 -0.20085
H -2.31334 -1.28510 -0.09581
H 2.04885 -1.96955 0.32882
H 1.62078 -2.58522 0.40160
*
```

No. 7
Computed, not measured: C4H6N2 in the gas phase at a distorted geometry, with ωB97M-V with the def2-TZVPD basis set.

The LUMO energy comes out at 0.0337 Eh. For the HOMO-LUMO gap, the calculation gives 10.57 eV. Its SMILES is C[C@H]1N[C@H]1C#N.

Geometry as ORCA input:
```
! wB97M-V def2-TZVPD RIJCOSX def2/J DEFGRID3
* xyz 0 1
C 1.45928 -0.19188 -0.28927
C 0.23936 0.72024 -0.01108
N -0.82319 0.72253 -0.94501
C -1.29482 0.30505 0.33860
C -1.29555 -0.98810 0.97042
N -1.20375 -1.92973 1.64020
H 1.45407 -1.11219 0.29781
H 1.49932 -0.48225 -1.35341
H 2.41198 0.32408 -0.08625
H 0.48777 1.64352 0.49642
H -0.77315 0.07226 -1.71252
H -2.16133 0.91647 0.65412
*
```

No. 8
Computed, not measured: C4H6N2 in the gas phase at a distorted geometry, with ωB97M-V with the def2-TZVPD basis set.

The LUMO energy comes out at 0.0270 Eh. For the HOMO-LUMO gap, the calculation gives 9.14 eV.

Geometry as ORCA input:
```
! wB97M-V def2-TZVPD RIJCOSX def2/J DEFGRID3
* xyz 0 1
C 1.28185 -0.45372 0.13657
C 0.15318 -1.22634 0.13527
C 1.18111 0.95777 0.44969
C -1.63741 0.24898 -0.59749
N -1.02483 -0.54412 0.44862
N -0.91189 0.78816 0.57764
H 2.30208 -0.83285 -0.21307
H -0.03798 -2.28921 -0.19316
H 0.90335 1.34901 1.41189
H 1.60296 1.72306 -0.08313
H -1.17316 0.22002 -1.48289
H -2.63927 0.05924 -0.58994
*
```

No. 9
Computed, not measured: C4H6N2 in the gas phase at a distorted geometry, with ωB97M-V with the def2-TZVPD basis set.

The LUMO energy comes out at 0.0355 Eh. For the HOMO-LUMO gap, the calculation gives 11.08 eV. Its SMILES is C[C@H]1N[C@H]1C#N.

Geometry as ORCA input:
```
! wB97M-V def2-TZVPD RIJCOSX def2/J DEFGRID3
* xyz 0 1
C 0.08146 -1.44789 -0.13132
C -0.20479 -0.24429 0.73952
N 0.69312 0.84579 1.09744
C -0.41728 1.12463 0.18669
C -0.12812 1.33526 -1.21883
N 0.09677 1.49703 -2.34301
H 0.86570 -1.28319 -0.87597
H 0.35983 -2.30785 0.48669
H -0.83781 -1.71602 -0.66656
H -0.86842 -0.47591 1.56954
H 1.55715 0.90835 0.57138
H -1.19762 1.76410 0.58442
*
```

No. 10
Computed, not measured: 2 unconnected molecules or ions with the total composition C4H6N2, with ωB97M-V with the def2-TZVPD basis set.

The LUMO energy comes out at 0.0192 Eh. For the HOMO-LUMO gap, the calculation gives 11.91 eV. Its SMILES is CC#N.CC#N.

Geometry as ORCA input:
```
! wB97M-V def2-TZVPD RIJCOSX def2/J DEFGRID3
* xyz 0 1
C 4.03183 -6.21250 -14.39482
C 4.91456 -5.12756 -14.79213
N 5.61014 -4.27124 -15.10434
H 4.10359 -6.34652 -13.31680
H 4.32160 -7.13269 -14.89503
H 3.00760 -5.96044 -14.65922
C 7.29986 -1.47341 -14.36665
C 7.74856 -0.26570 -15.05512
N 8.08961 0.68928 -15.58964
H 6.26778 -1.68770 -14.63707
H 7.37259 -1.35376 -13.28858
H 7.89912 -2.32855 -14.67130
*
```

No. 11
Computed, not measured: C4H6N2 in the gas phase at a distorted geometry, with ωB97M-V with the def2-TZVPD basis set.

The LUMO energy (alpha / beta) comes out at 0.0244 / 0.0244 Eh. For the HOMO-LUMO gap (alpha / beta), the calculation gives 7.74 / 7.74 eV.

Geometry as ORCA input:
```
! wB97M-V def2-TZVPD RIJCOSX def2/J DEFGRID3
* xyz 0 1
C -1.46341 -0.55920 0.06764
C -1.56777 0.77696 -0.00306
C -0.07044 -0.92148 -0.03827
C 1.86878 0.57145 0.03786
N -0.31892 1.38592 -0.00668
N 0.58798 0.48454 -0.00460
H -2.19508 -1.22286 0.13879
H -2.44666 1.37279 -0.12421
H 0.47576 -1.57150 0.63840
H 0.20836 -1.44655 -1.03256
H 2.45234 1.50088 0.47774
H 2.46906 -0.37095 -0.15104
*
```

No. 12
Computed, not measured: C4H6N2 in the gas phase at a distorted geometry, with ωB97M-V with the def2-TZVPD basis set.

The LUMO energy comes out at 0.0310 Eh. For the HOMO-LUMO gap, the calculation gives 9.71 eV. Its SMILES is C=C=N/C=N/C.

Geometry as ORCA input:
```
! wB97M-V def2-TZVPD RIJCOSX def2/J DEFGRID3
* xyz 0 1
C 2.22002 -1.23572 -0.53305
C 1.75421 -0.18068 0.05402
N 1.38561 0.90258 0.50144
C 0.00509 1.02977 0.31283
N -0.67574 -0.00837 0.05123
C -2.10413 0.11884 -0.01714
H 2.02982 -2.24916 -0.19860
H 3.22658 -0.78330 -0.58906
H -0.39468 2.01823 0.52859
H -2.44458 -0.15268 -1.02098
H -2.54977 -0.59214 0.68668
H -2.45242 1.13263 0.22403
*
```

No. 13
Computed, not measured: C4H6N2 in the gas phase at a distorted geometry, with ωB97M-V with the def2-TZVPD basis set.

The LUMO energy comes out at 0.0460 Eh. For the HOMO-LUMO gap, the calculation gives 9.76 eV. Its SMILES is N1[C@H]2[C@@H]1[C@H]1N[C@@H]21.

Geometry as ORCA input:
```
! wB97M-V def2-TZVPD RIJCOSX def2/J DEFGRID3
* xyz 0 1
N 1.09539 0.50775 -1.02666
C 1.02919 -0.16538 0.23613
C 0.25220 -0.66847 -0.91669
C -1.06413 -0.45315 -0.10842
N -1.28203 0.87019 0.36898
C -0.24596 0.15419 1.05463
H 0.62596 1.40982 -1.06847
H 1.92137 -0.59403 0.67028
H 0.45196 -1.50074 -1.58105
H -1.53241 -1.22249 0.47875
H -0.92206 1.58575 -0.24814
H -0.32948 0.07657 2.14065
*
```

No. 14
Computed, not measured: C4H6N2 in the gas phase at a distorted geometry, with ωB97M-V with the def2-TZVPD basis set.

The LUMO energy comes out at 0.0330 Eh. For the HOMO-LUMO gap, the calculation gives 10.57 eV. Its SMILES is N#CCN1CC1.

Geometry as ORCA input:
```
! wB97M-V def2-TZVPD RIJCOSX def2/J DEFGRID3
* xyz 0 1
N -1.53625 2.14218 1.76048
C -0.81992 1.71725 0.95813
C 0.07553 1.20526 -0.08975
N 0.52301 -0.11899 0.23183
C 0.76593 -1.10811 -0.76867
C -0.27881 -1.30298 0.33333
H -0.43440 1.31098 -1.06164
H 0.97483 1.82951 -0.10634
H 1.70537 -1.65452 -0.75924
H 0.45948 -0.82900 -1.79536
H -1.29600 -1.44158 -0.02881
H -0.13875 -1.75001 1.32604
*
```

No. 15
Computed, not measured: C4H6N2 in the gas phase, with ωB97M-V with the def2-TZVPD basis set.

The LUMO energy comes out at 0.0420 Eh. For the HOMO-LUMO gap, the calculation gives 8.86 eV. Its SMILES is Nc1cc[nH]c1.

Geometry as ORCA input:
```
! wB97M-V def2-TZVPD RIJCOSX def2/J DEFGRID3
* xyz 0 1
N 0.44221 -1.95777 0.56748
C 0.10410 -0.65458 0.12612
C 0.67417 0.53837 0.65489
C 0.11020 1.60988 0.00993
N -0.72356 1.11682 -0.95300
C -0.71258 -0.26421 -0.91567
H -0.28817 -2.50050 1.01208
H 1.27174 -1.94647 1.14686
H 1.53652 0.55158 1.30531
H 0.19851 2.66932 0.21116
H -1.37551 1.66449 -1.49178
H -1.23762 -0.82692 -1.67340
*
```

No. 16
Computed, not measured: C4H6N2 in the gas phase at a distorted geometry, with ωB97M-V with the def2-TZVPD basis set.

The LUMO energy comes out at 0.0290 Eh. For the HOMO-LUMO gap, the calculation gives 9.25 eV. Its SMILES is CN1CC1=C=N.

Geometry as ORCA input:
```
! wB97M-V def2-TZVPD RIJCOSX def2/J DEFGRID3
* xyz 0 1
C -1.14328 0.25096 0.88843
N -0.15089 1.08101 0.20408
C 0.08578 0.80174 -1.22719
C 1.03541 0.44680 -0.19572
C 1.81285 -0.51188 0.15909
N 2.15514 -1.68958 0.35824
H -0.86962 0.12366 1.94132
H -1.27353 -0.75273 0.44633
H -2.09865 0.77768 0.84166
H 0.26580 1.65821 -1.86351
H -0.46750 -0.02984 -1.67830
H 1.25328 -2.13473 0.13396
*
```

No. 17
Computed, not measured: C4H6N2 in the gas phase at a distorted geometry, with ωB97M-V with the def2-TZVPD basis set.

The LUMO energy comes out at 0.0325 Eh. For the HOMO-LUMO gap, the calculation gives 10.75 eV. Its SMILES is C[C@H]1N[C@H]1C#N.

Geometry as ORCA input:
```
! wB97M-V def2-TZVPD RIJCOSX def2/J DEFGRID3
* xyz 0 1
C -1.47376 -0.02568 -0.23199
C -0.32966 0.64189 0.42902
N 0.60064 -0.18169 1.34908
C 1.13219 0.40205 0.05288
C 1.50960 -0.52946 -1.08933
N 1.24151 -1.36813 -1.90849
H -1.98525 -0.35935 0.70806
H -0.77000 -0.78279 -0.83309
H -2.27581 0.56251 -0.73763
H -0.02338 1.68226 0.82833
H 0.55128 -1.14504 1.22230
H 1.82265 1.10342 0.21087
*
```

No. 18
Computed, not measured: C4H6N2 in the gas phase, with ωB97M-V with the def2-TZVPD basis set.

The LUMO energy comes out at -0.0089 Eh. For the HOMO-LUMO gap, the calculation gives 8.75 eV.

Geometry as ORCA input:
```
! wB97M-V def2-TZVPD RIJCOSX def2/J DEFGRID3
* xyz 0 1
C -1.91462 -0.23106 0.02119
C -0.37506 -0.01586 -0.01738
C -0.43404 1.33584 -0.12251
N 2.21219 0.49434 -0.00036
C 1.76842 -0.69086 -0.16863
N 0.42100 -1.03056 -0.10948
H -2.54284 0.66417 0.13216
H -2.07749 -0.88290 0.87987
H -2.18408 -0.71476 -0.91625
H -0.68654 1.93909 0.75312
H 3.22690 0.51514 -0.12004
H 2.40749 -1.55704 -0.38324
*
```

No. 19
Computed, not measured: a molecular structure, C4H6N2 at a distorted geometry, with ωB97M-V with the def2-TZVPD basis set.

The LUMO energy comes out at 0.0213 Eh. For the HOMO-LUMO gap, the calculation gives 8.72 eV.

Geometry as ORCA input:
```
! wB97M-V def2-TZVPD RIJCOSX def2/J DEFGRID3
* xyz 0 1
C -0.26089 -0.48652 0.02911
C 0.66116 0.47375 -0.01243
C 1.06775 -0.91816 0.11585
C -2.25787 -0.38400 -0.07066
N 1.91391 -1.80922 -0.02441
N 1.05400 1.75561 0.11883
H -2.56175 -1.43615 0.26135
H -2.61630 -0.31785 -1.07453
H -2.41628 0.30528 0.68537
H 2.90792 -1.63779 0.19506
H 0.44565 2.47873 -0.06383
H 2.06269 1.97632 -0.15972
*
```

No. 20
Computed, not measured: C4H6N2 in the gas phase, with ωB97M-V with the def2-TZVPD basis set.

The LUMO energy comes out at 0.0424 Eh. For the HOMO-LUMO gap, the calculation gives 9.54 eV. Its SMILES is N[C@@]12C=C[C@@H]1N2.

Geometry as ORCA input:
```
! wB97M-V def2-TZVPD RIJCOSX def2/J DEFGRID3
* xyz 0 1
N -1.06811 -0.82170 -1.31843
C -0.41151 -0.25849 -0.19634
C 0.86060 -0.86393 0.42830
C 1.36168 0.34586 0.69692
C 0.13021 1.07776 0.15864
N -1.13576 0.56102 0.73738
H -1.79389 -0.18801 -1.63731
H -0.40288 -0.97315 -2.07245
H 1.15132 -1.87959 0.68106
H 2.28498 0.70063 1.14662
H 0.10527 2.04226 -0.33387
H -1.08190 0.25735 1.70949
*
```